A structure of composition C32H33Cl5CrN4O2, computed with ωB97M-V with the def2-TZVPD basis set.

Structure (XYZ):
```
77
Properties=species:S:1:pos:R:3:lowdin_charge:R:1
Cr -0.1706 0.2271 -0.0326 0.82
C 1.0667 3.4042 -0.9877 -0.02
C 0.5203 3.3726 0.4056 -0.29
C 0.2287 4.5522 1.0739 0.00
C -0.3518 4.5025 2.3300 -0.02
C -0.6054 3.2716 2.9025 0.02
C -0.2497 2.1291 2.2050 -0.17
N 0.2996 2.1764 0.9724 0.08
C -0.3693 0.7723 2.7676 -0.22
C -0.5111 0.4567 4.0812 0.00
C -0.3534 -0.9147 4.4422 -0.04
C 0.1082 -1.8209 3.5471 0.02
C 0.3659 -1.4068 2.1923 -0.20
N -0.1365 -0.1864 1.8331 -0.01
C 1.1310 -2.0768 1.2665 -0.23
C 2.0173 -3.1536 1.6027 -0.12
C 3.2564 -3.1806 1.0711 -0.08
C 3.6863 -1.9806 0.4007 -0.03
C 2.8332 -1.0337 -0.0128 -0.24
C 3.2680 0.3438 -0.4029 -0.05
N 1.3731 -1.3718 -0.0050 -0.05
H 0.3261 3.0094 -1.6862 0.05
H 1.2945 4.4236 -1.2910 0.09
H 1.9745 2.8074 -1.0751 0.06
H 0.4436 5.4986 0.5981 0.12
H -0.6040 5.4145 2.8543 0.12
H -1.0679 3.1885 3.8748 0.12
H -0.6656 1.2125 4.8354 0.11
H -0.5322 -1.2164 5.4658 0.12
H 0.3263 -2.8362 3.8457 0.12
H 1.6898 -3.9109 2.3038 0.11
H 3.9572 -3.9733 1.2865 0.11
H 4.7458 -1.7606 0.3517 0.12
H 4.2905 0.4953 -0.0613 0.09
H 2.6456 1.0964 0.0899 0.06
H 3.2490 0.5307 -1.4777 0.06
Cl 0.3141 -4.5511 -0.2390 0.82
C 0.9048 -3.4790 -1.4523 -0.54
C 1.1122 -2.1055 -1.2617 -0.21
C 1.1179 -1.3388 -2.4331 -0.51
Cl 0.8005 0.3782 -2.3197 0.87
C 1.1934 -1.8628 -3.7102 -0.69
Cl 1.2206 -0.8346 -5.0832 0.73
C 1.2246 -3.2447 -3.8618 -0.71
Cl 1.4129 -3.9362 -5.4149 0.73
C 1.0207 -4.0369 -2.7391 -0.68
Cl 0.9007 -5.7329 -2.9511 0.73
O -1.6712 1.5474 -0.5085 -0.08
C -2.4834 1.5416 -1.4825 -0.42
C -3.1561 2.8325 -1.8510 -0.07
C -2.6632 3.3773 -3.2015 -0.17
C -3.2965 2.7002 -4.4141 -0.20
C -3.0119 1.2065 -4.5427 -0.17
C -3.5452 0.3721 -3.3829 -0.14
N -2.7179 0.4543 -2.1828 0.12
H -2.9433 3.5343 -1.0472 0.13
H -4.2389 2.6816 -1.8911 0.13
H -1.5724 3.2961 -3.2535 0.11
H -2.8920 4.4431 -3.2348 0.12
H -2.9551 3.2050 -5.3194 0.12
H -4.3804 2.8509 -4.3701 0.12
H -1.9354 1.0265 -4.6367 0.11
H -3.4709 0.8385 -5.4621 0.12
H -3.5671 -0.6811 -3.6580 0.13
H -4.5730 0.6588 -3.1435 0.13
H -2.2130 -0.3726 -1.8346 0.10
C -2.8691 -2.9073 -0.8287 -0.04
C -2.1325 -2.0100 0.1550 -0.49
C -3.1125 -1.2136 1.0070 -0.03
O -1.2651 -1.1661 -0.6000 -0.35
H -3.4487 -3.6655 -0.3006 0.09
H -2.1672 -3.4128 -1.4914 0.07
H -3.5643 -2.3206 -1.4367 0.08
H -1.5190 -2.6370 0.8120 0.11
H -3.7286 -0.5651 0.3801 0.08
H -2.5974 -0.5980 1.7451 0.07
H -3.7782 -1.8938 1.5409 0.09
```

* frontier orbital gap (alpha / beta): 0.243 / 0.237 Eh
* net charge: +1
* DFT total energy: -134804.7635 eV
* HOMO level (alpha / beta): -9.42 / -9.47 eV
* relative energy (zero: lowest compared OMol25 entry of this formula, charge and spin): 54.9 kcal per mole
* expectation value of S²: 3.785
* molecular weight: 734.9 g/mol
* spin multiplicity: 4

***

A structure of composition C32H33MoN2O4S, computed with ωB97M-V with the def2-TZVPD basis set.

Structure (XYZ):
```
73
Properties=species:S:1:pos:R:3:lowdin_charge:R:1
Mo 0.5839 0.5482 -0.1729 1.80
C -1.6605 -7.3666 0.0749 -0.01
C -1.4536 -5.9197 -0.2327 -0.21
C -0.5473 -5.1542 0.5163 0.00
C -0.3676 -3.8137 0.2586 -0.05
C -1.1020 -3.2261 -0.7790 -0.32
C -2.0007 -3.9673 -1.5524 -0.01
C -2.1688 -5.3061 -1.2622 0.01
S -0.9084 -1.5697 -1.1381 0.72
O -1.2195 -0.6782 0.0351 -0.40
O -1.5079 -1.2318 -2.3857 -0.22
N 0.6923 -1.1379 -1.0865 -0.32
C 1.7281 -1.4211 -2.0678 -0.08
C 2.2878 -0.0408 -2.3937 -0.52
O 2.7061 0.3265 -3.4433 0.17
O 2.1469 0.7967 -1.3124 -0.22
H -0.8081 -7.7928 0.5983 0.09
H -1.8438 -7.9399 -0.8321 0.10
H -2.5389 -7.4797 0.7153 0.11
H 0.0267 -5.6323 1.2983 0.13
H 0.3533 -3.2399 0.8262 0.11
H -2.5508 -3.5002 -2.3543 0.13
H -2.8620 -5.8926 -1.8489 0.14
H 1.3290 -1.8991 -2.9653 0.15
H 2.5046 -2.0569 -1.6332 0.15
C 0.6146 -1.7427 6.6364 0.03
C -0.3736 -2.4023 5.9044 -0.01
C -0.5394 -2.0940 4.5767 0.03
C 0.2620 -1.0910 3.9601 -0.18
C 1.2750 -0.4521 4.7269 0.02
C 1.4418 -0.7769 6.0469 -0.01
C -0.0062 -0.7914 2.6125 0.03
C 0.5440 0.2304 1.8478 -0.18
C 1.1125 1.4990 2.1378 -0.30
C 2.0680 1.9024 1.1628 -0.15
C 2.3648 3.2837 0.9971 -0.02
C 1.7734 4.2001 1.8203 -0.01
C 0.8783 3.7834 2.8373 0.00
C 0.5290 2.4688 2.9918 -0.02
H 0.7547 -1.9909 7.6802 0.14
H -0.9936 -3.1474 6.3807 0.13
H -1.2991 -2.5918 3.9889 0.13
H 1.9311 0.2717 4.2662 0.12
H 2.2148 -0.3044 6.6355 0.13
H -0.7233 -1.4333 2.1122 0.10
H 2.8395 1.1923 0.8615 0.13
H 3.1103 3.5852 0.2743 0.13
H 2.0219 5.2486 1.7338 0.13
H 0.4469 4.5294 3.4916 0.13
H -0.2087 2.1670 3.7242 0.14
C 1.4692 3.3340 -3.6036 0.04
N 0.4976 2.4774 -4.3547 -0.15
C -0.2347 3.2863 -5.3843 0.03
C -0.3974 1.6402 -3.4595 -0.06
C -0.9695 2.3630 -2.2733 -0.20
C -1.8197 3.4382 -2.4610 0.00
C -2.3805 4.1269 -1.3873 0.01
C -2.1273 3.7253 -0.0880 -0.02
C -1.3108 2.6229 0.1276 -0.07
C -0.7025 1.9493 -0.9417 -0.19
H 2.0835 3.8583 -4.3307 0.12
H 2.0840 2.6955 -2.9785 0.08
H 0.9019 4.0455 -3.0109 0.11
H 1.0569 1.7895 -4.8684 0.18
H -0.6106 4.1936 -4.9177 0.10
H -1.0455 2.6909 -5.7947 0.12
H 0.4748 3.5467 -6.1661 0.12
H 0.2238 0.8133 -3.1305 0.09
H -1.1764 1.2188 -4.0968 0.15
H -2.0816 3.7532 -3.4649 0.12
H -3.0363 4.9651 -1.5800 0.14
H -2.5801 4.2402 0.7469 0.13
H -1.1761 2.2768 1.1478 0.09
```

* frontier orbital gap (alpha / beta): 0.227 / 0.204 Eh
* net charge: +3
* DFT total energy: -57552.3408 eV
* HOMO level (alpha / beta): -16.71 / -16.65 eV
* molecular weight: 637.6 g/mol
* spin multiplicity: 1

***

The molecule C32H33N3O3 in a non-equilibrium geometry, computed with ωB97M-V with the def2-TZVPD basis set.

Structure (XYZ):
```
71
Properties=species:S:1:pos:R:3:lowdin_charge:R:1
C 2.1355 -0.3234 6.0081 -0.05
C 1.0429 -0.5651 5.0105 -0.26
C 0.0693 0.4235 4.8227 0.01
C -0.9368 0.2660 3.8651 -0.19
C -1.9155 1.3694 3.6184 -0.02
C -0.9637 -0.9309 3.1473 -0.14
N -1.9156 -1.0912 2.0975 0.06
C -1.8427 -0.4941 0.8683 -0.08
C -0.7618 0.4026 0.4438 -0.39
C -1.1700 1.4344 -0.4323 -0.09
C -0.3199 1.8844 -1.5019 -0.10
C -0.9942 2.9877 -2.3584 -0.18
C -0.2390 3.6523 -3.3264 -0.05
C -0.8732 4.4569 -4.2802 -0.07
C -2.2629 4.6517 -4.2348 -0.09
C -3.0065 4.0841 -3.1974 -0.07
C -2.3518 3.3185 -2.2177 -0.04
O 0.4175 0.1871 0.8253 -0.01
N -2.9152 -0.8971 0.1666 -0.02
C -3.3656 -0.4582 -1.1431 0.02
C -3.6344 -1.8116 0.9204 -0.01
C -3.0143 -1.9485 2.1036 -0.01
C -0.0209 -1.9477 3.3201 -0.18
C -0.0233 -3.1395 2.4264 -0.03
C 0.9925 -1.7459 4.2660 0.02
H 2.8144 -1.1815 6.0411 0.08
H 2.7102 0.5743 5.7418 0.09
H 1.7175 -0.1623 7.0108 0.09
H 0.0988 1.3440 5.4057 0.12
H -2.9502 1.0109 3.5775 0.09
H -1.8372 2.0885 4.4423 0.08
H -1.6975 1.9228 2.6950 0.09
H -2.1722 1.8261 -0.1959 0.09
H 0.7132 2.1276 -1.1413 0.14
H 0.8356 3.4697 -3.3678 0.11
H -0.2694 4.9347 -5.0568 0.10
H -2.7522 5.2839 -4.9796 0.10
H -4.0846 4.2498 -3.1247 0.10
H -2.9773 2.9287 -1.4174 0.09
H -4.1401 -1.1800 -1.4043 0.09
H -3.8209 0.5400 -1.0972 0.10
H -2.5802 -0.4579 -1.9045 0.09
H -4.5118 -2.2747 0.5138 0.13
H -3.2682 -2.5677 2.9431 0.14
H 0.6992 -3.8735 2.7960 0.09
H -1.0000 -3.6258 2.3515 0.08
H 0.2888 -2.8615 1.4118 0.07
H 1.7621 -2.5142 4.3922 0.12
C 3.8092 -3.7713 -0.1807 -0.10
C 2.6251 -3.1475 0.2205 -0.08
C 2.3059 -1.8646 -0.2497 -0.03
C 3.1012 -1.2265 -1.2095 -0.20
C 2.6264 0.0811 -1.8919 -0.08
C 1.4365 -0.0533 -2.8650 -0.26
C 1.6597 0.5114 -4.2903 -0.11
O 0.3543 0.3350 -4.9364 0.01
C -0.5599 0.5155 -3.9010 -0.51
O -1.7599 0.5664 -4.1164 0.08
N 0.1030 0.5827 -2.6330 0.09
C 4.3068 -1.8556 -1.5884 -0.05
C 4.6624 -3.1103 -1.0735 -0.10
H 4.0628 -4.7564 0.2192 0.10
H 1.9577 -3.6610 0.9148 0.07
H 1.4395 -1.3232 0.1314 0.07
H 2.4863 0.8939 -1.1670 0.11
H 3.4698 0.3453 -2.5366 0.10
H 1.3341 -1.1624 -3.0026 0.16
H 1.8157 1.6090 -4.1616 0.12
H 2.4754 0.0468 -4.8693 0.13
H 4.9671 -1.3520 -2.3015 0.11
H 5.6121 -3.5707 -1.3625 0.10
```

* frontier orbital gap: 0.262 Eh
* net charge: 0
* DFT total energy: -44330.1363 eV
* HOMO level: -6.97 eV
* relative energy (zero: lowest compared OMol25 entry of this formula, charge and spin): 11.6 kcal per mole
* molecular weight: 507.6 g/mol
* spin multiplicity: 1